Here is a 2-piece molecular cluster, C2H7N2S overall from the OMol25 dataset. Energies are from the ωB97M-V functional and the def2-TZVPD basis.

Output
**Charge**: -1
**E_tot**: -588.1301 Ha
**LUMO level**: 4.28 eV
**ΔE to the lowest compared entry with this formula, charge and spin**: 3.5 kcal/mol
**HOMO energy**: -0.0992 hartree
**Orbital gap**: 6.98 eV

Element x y z (Å)
1 S 0.531 1.763 -0.604
2 N 0.142 -3.110 0.214
3 N -0.823 -1.158 -0.578
4 C -0.041 -1.836 0.295
5 C -0.342 2.090 0.956
6 H -0.551 -0.148 -0.629
7 H -1.215 1.431 1.045
8 H -0.622 3.157 1.039
9 H 0.496 -1.211 1.019
10 H -1.069 -1.797 -1.326
11 H 0.345 1.943 1.798
12 H 0.813 -3.406 0.915